Formula: C32H85N7O9
Source: the OMol25 dataset
Level of theory: wB97M-V/def2-TZVPD

**Charge**: 0
**HOMO**: -8.5628 eV
**Energy relative to the best compared isomer or geometry (same formula, charge and spin)**: 27.9 kJ/mol

Last column: Mulliken charge in e.
Positions of all 133 atoms, in Å:
1 C -4.1628 -1.4166 -3.1019  -0.86
2 O -3.9606 -0.1077 -2.5971  -0.20
3 C -4.4379 0.0377 -1.2739  -1.15
4 C -3.9455 1.3803 -0.7687  2.27
5 C -4.2959 1.5979 0.6918  -1.42
6 N -4.3507 2.4961 -1.6168  -0.63
7 H -4.0533 -1.3933 -4.1807  0.24
8 H -5.1517 -1.7766 -2.8002  0.34
9 H -3.4201 -2.0848 -2.6489  0.27
10 H -5.5380 0.0323 -1.2808  0.53
11 H -4.0333 -0.7704 -0.6511  0.32
12 H -2.8513 1.3936 -0.8332  -0.96
13 H -3.6016 2.3011 1.1614  0.12
14 H -3.9578 0.7075 1.2432  0.23
15 H -5.3471 1.7897 0.8912  0.37
16 H -4.2443 2.2180 -2.5893  0.27
17 H -5.3548 2.6486 -1.5257  0.33
18 C -1.4271 4.0295 -0.1878  -0.61
19 O -0.4699 4.9222 -0.7240  -0.33
20 C -0.9272 6.2427 -0.7582  -0.85
21 C -0.0635 7.0564 -1.6964  0.79
22 C -0.2768 8.5322 -1.5416  -1.52
23 N -0.3332 6.6357 -3.0833  -0.70
24 H -2.3418 4.0020 -0.7832  0.38
25 H -1.6406 4.2637 0.8670  0.38
26 H -0.9666 3.0405 -0.1329  0.00
27 H -1.9706 6.3239 -1.0940  0.34
28 H -0.8491 6.7017 0.2419  0.29
29 H 0.9707 6.7738 -1.4439  0.19
30 H -0.1456 8.8397 -0.5019  0.38
31 H -1.2457 8.8787 -1.9010  0.38
32 H 0.4888 9.0860 -2.0939  0.40
33 H 0.0340 5.7068 -3.2447  0.19
34 H 0.1099 7.2690 -3.7367  0.24
35 C -0.4978 -0.2933 -0.9332  -0.02
36 O 0.2509 -1.1098 -0.0558  -0.25
37 C -0.4238 -1.3391 1.1547  -0.16
38 C 0.5312 -1.9760 2.1525  0.48
39 C 0.8145 -3.4537 1.9104  -1.55
40 N 0.0260 -1.7476 3.5234  -0.30
41 H -0.4738 0.7573 -0.6177  0.31
42 H -1.5527 -0.5945 -0.9819  0.08
43 H -0.0677 -0.3858 -1.9276  -0.18
44 H -0.7218 -0.3943 1.6369  0.09
45 H -1.2971 -1.9876 1.0007  0.19
46 H 1.5029 -1.4760 2.0932  0.07
47 H 1.6695 -3.7602 2.5259  0.40
48 H 1.2378 -3.5969 0.9097  0.36
49 H -0.0324 -4.0978 2.1373  0.33
50 H 0.2144 -2.5498 4.1176  0.18
51 H -0.9666 -1.5497 3.5376  0.02
52 C -1.3348 1.9178 -3.6926  -0.63
53 O -0.1772 1.1894 -4.0036  -0.07
54 C 0.4973 1.6312 -5.1465  -1.03
55 C 1.4913 0.5687 -5.5845  1.00
56 C 2.2635 1.0926 -6.7930  -1.81
57 N 0.8698 -0.7035 -5.9797  -0.62
58 H -1.5509 2.0753 -2.6345  -0.09
59 H -2.1964 1.3288 -4.0557  0.25
60 H -1.5635 2.8839 -4.1628  0.46
61 H -0.2242 1.7414 -5.9776  0.42
62 H 0.9623 2.6193 -5.0460  0.30
63 H 2.2007 0.3409 -4.7864  -0.05
64 H 2.9652 0.3050 -7.0868  0.42
65 H 2.8950 1.9450 -6.5448  0.40
66 H 1.6233 1.2701 -7.6565  0.44
67 H 0.3136 -0.5451 -6.8147  0.31
68 H 0.2268 -1.0034 -5.2534  0.27
69 C -0.6785 -5.5611 9.5450  -0.77
70 O -0.0393 -5.3554 8.3222  -0.30
71 C 0.6986 -4.1560 8.2897  -0.92
72 C 1.1499 -3.8774 6.8781  0.34
73 C 1.9221 -2.5620 6.8795  -1.32
74 N -0.0073 -3.7021 5.9641  -0.61
75 H -0.0221 -5.5041 10.4186  0.30
76 H -1.2346 -6.4962 9.5026  0.27
77 H -1.4741 -4.8088 9.7206  0.32
78 H 0.0965 -3.3218 8.6895  0.39
79 H 1.5662 -4.2250 8.9662  0.39
80 H 1.7808 -4.7038 6.5532  0.33
81 H 2.4823 -2.4725 7.8231  0.40
82 H 1.2880 -1.6745 6.8721  0.29
83 H 2.6846 -2.4508 6.1109  0.31
84 H -0.5304 -2.9178 6.3607  0.24
85 H -0.6611 -4.4617 6.1688  0.26
86 C -5.8504 -1.8365 3.5582  -0.88
87 O -4.9536 -0.7756 3.4211  -0.25
88 C -5.2062 0.2656 4.3481  -0.97
89 C -4.0436 1.2456 4.3250  -0.19
90 N -2.7822 0.5064 4.3209  -0.31
91 C -1.5976 1.2933 4.0460  0.11
92 C -1.4040 2.5356 4.8735  -0.98
93 O -2.3067 3.5541 4.5078  -0.18
94 C -2.3749 4.5602 5.4834  -0.90
95 H -5.8106 -2.4959 2.6891  0.22
96 H -6.8920 -1.5142 3.6638  0.32
97 H -5.5870 -2.4697 4.4179  0.33
98 H -5.2859 -0.1269 5.3684  0.48
99 H -6.1217 0.7881 4.0513  0.42
100 H -4.1092 1.8840 5.2081  0.43
101 H -4.1224 1.9546 3.4890  0.04
102 H -2.9562 -0.2325 3.6516  0.35
103 H -1.5875 1.6041 2.9782  -0.11
104 H -0.7033 0.6692 4.1057  0.33
105 H -0.3749 2.8941 4.7783  0.47
106 H -1.5985 2.2554 5.9228  0.43
107 H -1.3946 4.9102 5.8156  0.32
108 H -2.9468 4.2150 6.3623  0.33
109 H -2.9697 5.3856 5.0906  0.24
110 C 9.1516 -4.9467 -8.2974  -0.76
111 O 8.8189 -4.5605 -7.0127  -0.29
112 C 7.5671 -3.9108 -6.9365  -0.56
113 C 7.3715 -3.3682 -5.5467  -0.43
114 N 6.1813 -2.4945 -5.5361  -0.31
115 C 5.8396 -2.1408 -4.1614  -0.68
116 C 4.5423 -1.3536 -4.0846  -0.35
117 O 4.2757 -1.0704 -2.7362  -0.37
118 C 2.9303 -1.3508 -2.3410  -0.29
119 H 8.6548 -5.8448 -8.6883  0.29
120 H 10.2308 -5.1017 -8.3748  0.27
121 H 8.9588 -4.1653 -9.0548  0.32
122 H 6.7582 -4.5975 -7.2416  0.29
123 H 7.4812 -3.0929 -7.6695  0.39
124 H 8.2371 -2.7565 -5.2998  0.27
125 H 7.1904 -4.1987 -4.8554  0.28
126 H 5.4225 -3.1003 -5.8484  0.23
127 H 6.6175 -1.4995 -3.7423  0.29
128 H 5.7406 -3.0284 -3.5179  0.36
129 H 3.7174 -1.8670 -4.5962  0.40
130 H 4.6810 -0.4169 -4.6447  0.20
131 H 2.7709 -0.8861 -1.3722  0.25
132 H 2.8931 -2.4312 -2.1359  0.25
133 H 2.2111 -1.0957 -3.1160  -0.04

=====

Formula: C29H29B2F4N8OPdS3
Source: the OMol25 dataset
Level of theory: wB97M-V/def2-TZVPD

**<S²>**: 8.79
**Charge**: +2
**HOMO (spin up / spin down)**: -13.7234 / -13.7068 eV
**Multiplicity**: 6
**Energy relative to the best compared isomer or geometry (same formula, charge and spin)**: 114.1 kJ/mol

Last column: Mulliken charge in e.
Positions of all 77 atoms, in Å:
1 Pd 0.2878 0.2508 -0.2415  0.76
2 C -0.5258 -2.3810 2.1380  -1.36
3 C 0.2867 -1.2117 2.5707  0.61
4 C 0.9934 -1.0404 3.7559  -1.65
5 C 1.4478 0.2687 3.7332  0.05
6 N 1.0279 0.8568 2.6048  0.62
7 N 0.3806 -0.0710 1.8525  -0.37
8 B 1.1275 2.2991 2.0552  0.29
9 N 2.1747 2.2722 0.8989  0.08
10 C 3.4265 2.7679 0.8487  0.41
11 C 4.0342 2.3587 -0.3512  -1.78
12 C 3.0912 1.5988 -0.9851  0.11
13 C 3.1583 0.9295 -2.3014  -0.69
14 N 1.9556 1.5429 -0.1888  1.44
15 N -0.2552 2.6870 1.4556  0.54
16 C -1.1167 3.5769 1.9726  -0.12
17 C -2.3175 3.4609 1.3034  -1.80
18 C -2.1174 2.4463 0.3663  -0.01
19 C -3.1003 1.9009 -0.6220  -0.48
20 N -0.8675 1.9944 0.4648  0.71
21 N 1.5346 3.3042 3.0788  0.47
22 C 1.3347 3.3925 4.4218  -0.30
23 C 1.7066 4.6452 4.8148  -1.15
24 C 2.1386 5.2928 3.6316  0.67
25 C 2.6492 6.6893 3.4758  -1.26
26 N 2.0257 4.4854 2.5916  -1.14
27 H -1.2125 -2.6495 2.9401  0.46
28 H 0.1073 -3.2348 1.9230  0.29
29 H -1.1047 -2.1571 1.2498  0.14
30 H 1.1421 -1.7689 4.5387  0.48
31 H 2.0514 0.8035 4.4520  0.79
32 H 3.7924 3.3873 1.6552  0.66
33 H 5.0262 2.6025 -0.7004  0.54
34 H 3.6084 1.5949 -3.0387  0.45
35 H 2.1626 0.6803 -2.6374  -0.45
36 H 3.7510 0.0156 -2.2365  0.32
37 H -0.8116 4.2387 2.7704  0.49
38 H -3.2154 4.0375 1.4589  0.51
39 H -4.0497 2.4240 -0.5213  0.44
40 H -3.2710 0.8358 -0.4574  0.17
41 H -2.7370 2.0445 -1.6461  -0.17
42 H 0.8906 2.5915 4.9981  0.70
43 H 1.6754 5.0506 5.8139  0.48
44 H 2.8951 7.1186 4.4438  0.37
45 H 1.8986 7.3239 3.0059  0.26
46 H 3.5420 6.7090 2.8523  0.34
47 F 0.3573 -2.5008 -0.6435  -0.33
48 B 1.7929 -2.5716 -0.5150  0.23
49 F 2.1771 -1.1629 -0.3604  -0.21
50 F 2.1772 -3.2785 0.6022  -0.34
51 F 2.3614 -3.0470 -1.7017  -0.37
52 O -0.8286 -0.0347 -2.0296  -0.55
53 C -0.9496 0.2695 -3.3527  3.72
54 C -2.4508 0.4087 -3.5631  -1.17
55 C -3.1781 1.3964 -4.2494  -0.26
56 C -4.5285 1.1619 -4.2039  -0.61
57 C -4.8419 -0.0032 -3.4433  -0.33
58 S -3.4953 -0.7672 -2.7990  0.11
59 C -0.2162 1.5206 -3.8032  -0.71
60 C 0.0931 2.6007 -3.0322  -0.46
61 C 0.7725 3.6128 -3.7692  -0.79
62 C 0.9667 3.2729 -5.0706  -0.66
63 S 0.3286 1.7258 -5.4245  -0.07
64 C -0.4463 -0.9358 -4.1580  -0.76
65 C -0.9637 -1.5733 -5.2899  -0.59
66 C -0.2161 -2.6756 -5.6418  -0.59
67 C 0.8776 -2.8887 -4.7410  -0.52
68 S 0.9531 -1.7722 -3.5224  0.44
69 H -2.6971 2.2238 -4.7571  0.66
70 H -5.2901 1.7716 -4.6762  0.50
71 H -5.8395 -0.3904 -3.2611  0.52
72 H -0.1685 2.6844 -1.9862  0.60
73 H 1.0932 4.5571 -3.3461  0.47
74 H 1.4495 3.8479 -5.8494  0.50
75 H -1.8324 -1.2313 -5.8391  0.58
76 H -0.4033 -3.3180 -6.4934  0.52
77 H 1.6037 -3.6930 -4.7990  0.53

=====

Formula: C33H47N9O2P2S2SeW
Source: the OMol25 dataset
Level of theory: wB97M-V/def2-TZVPD

**<S²>**: 2.03
**Charge**: +2
**HOMO (spin up / spin down)**: -12.2370 / -12.2570 eV
**Multiplicity**: 3
**Energy relative to the best compared isomer or geometry (same formula, charge and spin)**: 13.9 kJ/mol

Last column: Mulliken charge in e.
Positions of all 97 atoms, in Å:
1 W -0.4851 -0.1104 -0.2979  0.44
2 O -1.5557 -3.1828 2.4349  -0.82
3 S -0.4231 -2.5365 1.8274  1.29
4 O -0.1060 -2.9192 0.4748  -0.51
5 N -0.6205 -0.9109 1.6731  0.88
6 C -1.3662 -0.2411 2.6629  -0.11
7 C -1.5403 -0.6429 3.9630  -0.37
8 C -2.3066 0.1344 4.8600  -1.06
9 C -2.8756 1.3105 4.4694  -1.02
10 C -2.6963 1.7595 3.1397  1.27
11 C -3.2237 2.9819 2.6654  -1.25
12 C -2.9880 3.3612 1.3786  -0.71
13 C -2.2452 2.5126 0.5395  -0.23
14 N -1.7557 1.3550 0.9288  1.33
15 C -1.9545 0.9736 2.2405  -0.21
16 C 0.9175 -2.7633 2.9266  0.21
17 C 0.8416 -3.8096 3.8417  -0.85
18 C 1.8823 -3.9833 4.7412  -0.82
19 C 2.9642 -3.1145 4.7334  -0.67
20 C 3.0216 -2.0681 3.8215  -0.98
21 C 1.9946 -1.8838 2.9129  0.20
22 H -1.1025 -1.5662 4.3137  0.54
23 H -2.4306 -0.2158 5.8752  0.45
24 H -3.4502 1.9130 5.1594  0.48
25 H -3.8015 3.6073 3.3345  0.52
26 H -3.3642 4.2939 0.9833  0.58
27 H -2.0571 2.7819 -0.4909  -0.15
28 H -0.0127 -4.4703 3.8439  0.58
29 H 1.8434 -4.7961 5.4531  0.45
30 H 3.7680 -3.2518 5.4440  0.45
31 H 3.8702 -1.3974 3.8154  0.50
32 H 2.0372 -1.0874 2.1833  0.38
33 C -3.7976 -1.6104 0.9259  -1.48
34 P -2.9441 -0.9308 -0.5136  1.42
35 C -4.1033 0.3540 -1.0694  -1.35
36 C -3.1412 -2.2044 -1.7940  -1.18
37 C -2.2805 -1.8235 -2.9879  -1.06
38 P -0.5579 -1.6697 -2.3975  1.11
39 C 0.3160 -1.1649 -3.9038  -1.38
40 C -0.0577 -3.4127 -2.3016  -1.54
41 H -4.7426 -2.0159 0.5586  0.62
42 H -4.0100 -0.8228 1.6491  0.34
43 H -3.2194 -2.3938 1.4122  0.23
44 H -5.0784 -0.1178 -1.2014  0.62
45 H -3.7833 0.7953 -2.0120  0.26
46 H -4.1995 1.1396 -0.3236  0.33
47 H -4.2006 -2.2915 -2.0440  0.70
48 H -2.8240 -3.1585 -1.3637  0.37
49 H -2.5942 -0.8697 -3.4203  0.28
50 H -2.3260 -2.5754 -3.7772  0.68
51 H 0.1228 -1.9377 -4.6500  0.64
52 H 1.3843 -1.1249 -3.7058  0.27
53 H -0.0404 -0.2088 -4.2750  0.34
54 H -0.4015 -3.8935 -3.2190  0.67
55 H -0.4699 -3.9194 -1.4371  0.36
56 H 1.0293 -3.4619 -2.2604  0.39
57 Se 1.9928 -0.8479 -0.9097  -0.18
58 C 3.0247 -2.2361 -0.0550  0.66
59 C 4.2262 -1.7379 0.4477  -0.52
60 C 5.1562 -2.5925 1.0213  -0.80
61 C 4.8896 -3.9496 1.1062  -0.62
62 C 3.7008 -4.4465 0.5918  -0.86
63 C 2.7699 -3.6005 0.0006  -0.08
64 H 4.4356 -0.6770 0.3905  0.40
65 H 6.0849 -2.1922 1.4068  0.46
66 H 5.6109 -4.6179 1.5567  0.43
67 H 3.4944 -5.5075 0.6415  0.48
68 H 1.8555 -4.0135 -0.3853  0.19
69 N 3.6646 3.3991 0.5874  -0.68
70 N 2.5562 2.6491 0.9100  1.25
71 N 2.3166 2.2813 2.1512  -1.10
72 C 1.2392 1.5221 1.9865  -0.56
73 N 0.8750 1.4533 0.7013  0.64
74 N 1.7503 2.1932 0.0222  -0.63
75 H 3.9210 3.9470 1.3999  0.31
76 H 3.4644 3.9403 -0.2425  0.25
77 H 0.7340 1.0343 2.8005  0.64
78 C -2.3196 4.0479 -3.0245  -0.98
79 N -0.8599 3.9737 -3.0677  0.28
80 C -0.2110 5.2886 -3.0571  -1.26
81 C -0.1669 2.8325 -2.9671  0.00
82 S -1.0008 1.4440 -2.2866  -0.27
83 N 1.0508 2.8006 -3.5014  0.35
84 C 1.4300 3.6520 -4.6363  -1.29
85 C 2.0726 1.8232 -3.1508  -1.09
86 H -2.6474 4.7072 -3.8277  0.42
87 H -2.6518 4.4722 -2.0749  0.31
88 H -2.7611 3.0683 -3.1648  0.25
89 H -0.7383 5.9039 -2.3282  0.40
90 H -0.2610 5.7825 -4.0266  0.37
91 H 0.8240 5.1920 -2.7448  0.35
92 H 0.5451 4.0666 -5.1093  0.45
93 H 1.9428 3.0149 -5.3547  0.37
94 H 2.1059 4.4550 -4.3448  0.38
95 H 1.7224 1.1678 -2.3702  0.02
96 H 2.9614 2.3479 -2.7992  0.39
97 H 2.3406 1.2439 -4.0333  0.46

=====

Formula: C4H7NO
Source: the OMol25 dataset
Level of theory: wB97M-V/def2-TZVPD

**Charge**: 0
**HOMO**: -9.5442 eV
**Energy relative to the best compared isomer or geometry (same formula, charge and spin)**: 204.3 kJ/mol

Last column: Mulliken charge in e.
Positions of all 13 atoms, in Å:
1 C 1.4964 0.9826 0.2577  -0.98
2 C 0.1807 0.9264 -0.5544  -0.15
3 N 0.1388 -0.4593 -0.9896  -0.51
4 C -0.5528 -1.3403 -0.3967  0.05
5 C -1.6942 -1.1751 0.5596  0.00
6 O -2.1901 -2.1394 1.0957  -0.45
7 H 2.1928 1.7150 -0.1534  0.27
8 H 1.9865 0.0055 0.1893  0.32
9 H 1.3228 1.1902 1.3160  0.30
10 H -0.6934 1.2694 0.0214  0.18
11 H 0.2534 1.5735 -1.4339  0.30
12 H -0.3223 -2.3853 -0.6120  0.36
13 H -2.1187 -0.1632 0.7004  0.32